# 1
This record from OMol25 describes a molecular structure, C38H56CrN6O5S2Si. The level of theory is ωB97M-V with the def2-TZVPD basis set.

Results
Multiplicity: 4
Energy relative to the best compared isomer or geometry (same formula, charge and spin) in kcal per mole: 12.3
E_HOMO (spin up / spin down) in Ha: -0.3646 / -0.3649
Net charge: +1
LUMO (spin up / spin down) in eV: -3.36 / -3.53
Frontier orbital gap (spin up / spin down) in eV: 6.559 / 6.399

Positions of all 109 atoms, in Å:
H 3.12312 5.43232 3.59362
O -1.11364 -4.71288 0.62799
C 0.18949 -1.02432 4.03411
N 1.96573 0.78659 1.30529
C 0.81261 -6.99438 1.91412
C 3.13784 -1.18311 2.13702
C 0.53065 2.91695 4.93288
N 1.21820 4.08191 0.64155
S 0.45839 -2.16090 0.62402
H -3.81470 -3.76956 -1.14402
H -4.37623 -5.29457 0.85452
O -0.21464 -0.07821 3.05541
C -2.80374 -3.66177 -0.74814
H -0.24957 -6.76574 1.84185
C -1.92352 0.66624 1.57826
H 1.26834 -5.34104 4.08988
H -3.36059 -4.24646 1.86293
H 2.26304 -6.91066 -2.82848
C 2.73382 0.13312 2.32335
H 3.33733 0.16853 -1.04211
C 0.50001 3.29078 3.60277
C 1.35490 2.78874 0.48472
S 1.13793 2.10837 -1.12342
H 3.45181 -6.66005 1.31426
H -1.54787 -1.37216 2.14472
N 2.62868 -0.51926 -1.28411
C 2.38038 -0.51913 -2.71310
H 0.98051 -7.60221 2.80446
H -2.23150 -0.32208 3.40412
H 1.47991 -0.85918 -6.46415
C 3.35987 -0.45558 -3.65800
H 1.16581 -0.72079 4.40384
H 0.10657 -4.56535 3.00173
H 4.18983 -2.85208 2.95848
C 3.09353 0.81044 3.49062
H -1.76748 1.67274 1.97850
C -1.50484 -0.36955 2.57932
C 3.83444 0.15949 4.45904
H 0.25905 -2.02313 3.59352
H -2.98836 1.19908 -0.65195
N 0.09025 -0.68326 -2.10950
C 1.40532 -4.97121 -2.40743
H -1.85419 2.51259 -0.22679
C 0.69795 -0.82683 -4.45228
H 1.84088 -6.65381 -1.12655
H 2.94974 -1.44052 -0.98618
O 1.52848 -4.99143 0.75090
C 1.73015 -0.75216 -5.41663
C 3.11293 -6.03864 2.14434
H -0.52345 -1.04297 4.86660
H 3.50453 -4.63429 -2.79321
H -2.11506 -3.51665 -1.58372
C 1.15902 -4.82422 3.13508
C 1.48576 3.44528 5.79550
H 1.74612 -3.90410 3.16465
H 4.39634 -0.34746 -3.36329
C 3.02422 -0.55520 -5.02630
H 3.69951 -5.11837 2.15081
C 2.72490 -4.26309 -2.12643
Cr 0.86793 -0.06428 -0.26602
H 0.86079 -3.63890 -4.00825
H -2.05984 -7.00815 -0.28946
H -0.23556 2.85769 2.94086
H -2.60494 -1.42860 -3.93789
H 1.39670 5.68511 1.69251
C -3.36012 -5.12124 1.21095
H -3.04490 -5.98626 1.79518
H -1.47398 1.43325 -1.56931
H -0.19777 2.20612 5.29778
H 2.59896 -3.19575 -2.31264
H 3.03940 -4.42461 -1.09433
C 1.63430 -5.71448 1.99372
O 0.36209 -4.43770 -1.57169
C -2.37424 -6.13247 -0.85896
H 1.50155 3.14846 6.83538
C 3.88790 -1.82427 3.11233
C 1.03222 -0.66999 -3.09721
H -0.00743 -5.18096 -4.02058
H -2.99542 0.54453 1.39735
H 1.10786 -7.57776 1.04039
N 1.40250 4.68120 1.78723
H 3.29490 -6.57508 3.07615
H 1.68380 -5.11379 -4.54695
C 1.52845 -6.46866 -2.15342
C -2.40994 -4.90533 0.04261
H 3.15798 4.77633 5.97702
C 2.41228 4.35586 5.31578
C -1.56804 -1.19491 -3.74419
C -0.65977 -1.08197 -4.75691
H 3.81104 -0.49617 -5.76525
C -1.14964 -0.97916 -2.41826
N 1.87981 2.03741 1.48660
H 2.78060 1.83402 3.63873
Si 0.30707 -4.18373 0.04250
H 4.81393 -1.66280 5.04009
H 2.82362 -1.73381 1.26354
H -2.77083 -2.78324 -0.09913
H -0.95804 -1.21283 -5.78962
C 4.23529 -1.15978 4.27706
H 0.56772 -6.95704 -2.32231
H -1.84612 -1.03400 -1.59172
H -3.36535 -6.32797 -1.27136
C 2.39318 4.73072 3.97802
C -1.93616 1.48725 -0.59222
O -1.25966 0.58423 0.29761
C 0.95965 -4.71071 -3.83764
H -1.67590 -5.97889 -1.68150
C 1.44235 4.19075 3.12591
H 4.10018 0.68719 5.36553

Force components x, y, z for each atom (eV/Å):
H 0.0 0.0 0.0
O 0.0 -0.1 0.0
C 0.0 0.0 0.0
N -0.1 0.3 0.1
C 0.0 0.0 0.0
C 0.0 0.0 0.0
C 0.0 0.0 0.0
N 0.1 -0.2 0.0
S -0.1 -0.1 0.2
H 0.0 0.0 0.0
H 0.0 0.0 0.0
O 0.0 0.0 0.0
C 0.0 0.0 0.0
H 0.0 0.0 0.0
C -0.1 0.0 0.0
H 0.0 0.0 0.0
H 0.0 0.0 0.0
H 0.0 0.0 0.0
C 0.1 -0.1 0.1
H 0.0 0.0 0.0
C -0.1 0.0 0.1
C 0.0 0.1 -0.2
S 0.0 0.0 0.0
H 0.0 0.0 0.0
H 0.0 0.0 0.0
N 0.0 -0.1 0.1
C 0.0 -0.1 0.0
H 0.0 0.0 0.0
H 0.0 0.0 0.0
H 0.0 0.0 0.0
C 0.0 0.0 0.0
H 0.0 0.0 0.0
H 0.0 0.0 0.0
H 0.0 0.0 0.0
C 0.0 0.1 0.0
H 0.0 0.0 0.0
C 0.0 0.1 0.0
C 0.0 0.0 0.0
H 0.0 0.0 0.0
H 0.0 0.0 0.0
N 0.1 0.0 0.1
C 0.0 -0.2 0.0
H 0.0 0.0 0.0
C 0.0 0.0 0.0
H 0.0 0.0 0.0
H 0.0 0.0 0.0
O 0.0 -0.1 -0.1
C 0.0 0.0 0.0
C 0.0 0.0 0.0
H 0.0 0.0 0.0
H 0.0 0.0 0.0
H 0.0 0.0 0.0
C 0.0 0.0 0.0
C 0.0 0.0 0.0
H 0.0 0.0 0.0
H 0.0 0.0 0.0
C 0.0 0.0 0.0
H 0.0 0.0 0.0
C 0.0 0.0 0.0
Cr -0.4 0.0 -0.5
H 0.0 0.1 0.0
H 0.0 0.0 0.0
H 0.0 0.0 0.0
H 0.0 0.0 0.0
H -0.1 0.0 0.0
C 0.0 0.0 0.0
H 0.0 0.0 0.0
H 0.0 0.0 0.0
H 0.0 0.0 0.0
H 0.0 0.1 0.0
H 0.0 0.0 0.0
C 0.0 0.1 0.1
O 0.1 0.2 0.0
C 0.0 0.0 0.0
H 0.0 0.0 0.0
C 0.0 0.0 0.0
C 0.0 0.0 0.0
H 0.0 0.0 0.0
H 0.0 0.0 0.0
H 0.0 0.0 0.0
N 0.0 0.3 0.0
H 0.0 0.0 0.0
H 0.0 0.0 0.0
C 0.0 0.0 0.0
C 0.0 0.0 0.0
H 0.0 0.0 0.0
C 0.0 0.0 0.0
C 0.0 0.0 0.0
C 0.0 0.0 0.0
H 0.0 0.0 0.0
C 0.0 0.0 0.0
N 0.2 -0.3 -0.1
H 0.0 0.0 0.0
Si 0.0 0.1 -0.1
H 0.0 0.0 0.0
H 0.1 0.0 0.0
H 0.0 0.0 0.0
H 0.0 0.0 0.0
C 0.0 0.0 0.0
H 0.0 0.0 0.0
H 0.0 0.0 0.0
H 0.0 0.0 0.0
C 0.0 0.0 0.0
C 0.0 0.0 0.0
O 0.2 -0.1 0.1
C 0.0 0.0 0.0
H 0.0 0.0 0.0
C 0.1 0.2 0.1
H 0.0 0.0 0.0

---

# 2
This record from OMol25 describes a molecular structure, C4H5BCl4I2. The level of theory is ωB97M-V with the def2-TZVPD basis set.

Results
E_HOMO in Ha: -0.3237
Net charge: 0
LUMO in eV: -0.25
Frontier orbital gap in eV: 8.561

Positions of all 16 atoms, in Å:
I -0.75267 0.57358 0.24958
C -0.97357 4.66900 -1.48163
Cl -1.16566 6.42214 -1.53734
H 1.77551 -2.14287 1.64632
H 0.46428 -1.55060 2.69726
Cl 0.74062 4.26115 -1.40092
I -1.32345 -2.49923 -1.80114
B 0.54015 -3.74805 0.10542
H -0.08919 -4.58675 0.67136
Cl -1.79355 4.03634 -0.04716
H 1.62815 -3.99239 -0.31595
H 1.57205 -0.40316 1.94106
C 0.12401 -1.28168 0.57458
Cl -1.68538 3.94656 -2.92508
C 1.03334 -1.34241 1.78166
C -0.09464 -2.36164 -0.15803

Force components x, y, z for each atom (eV/Å):
I -0.1 0.1 -0.1
C 0.0 0.0 0.0
Cl 0.0 0.0 0.0
H -0.1 0.1 0.1
H 0.1 0.0 -0.2
Cl 0.0 0.0 0.0
I -0.3 -0.1 -0.3
B -0.1 -0.2 -0.3
H 0.0 0.0 0.0
Cl 0.0 0.0 0.0
H 0.0 0.0 0.1
H -0.1 -0.2 -0.1
C 0.1 0.1 0.3
Cl 0.0 0.0 0.0
C 0.1 0.0 0.0
C 0.4 0.1 0.6

---

# 3
This record from OMol25 describes C4H5ClN2 in the gas phase. The level of theory is ωB97M-V with the def2-TZVPD basis set.

Results
Energy relative to the best compared isomer or geometry (same formula, charge and spin) in kcal per mole: 23.7
E_HOMO in Ha: -0.2955
Net charge: 0
LUMO in eV: 0.78
Frontier orbital gap in eV: 8.816
SMILES string: Cl/C=C1/CNC=N1

Positions of all 12 atoms, in Å:
N 1.58972 -0.18581 -0.18047
C 0.56909 0.85231 0.01480
C -1.93400 0.47064 -0.04249
C -0.69211 -0.00896 0.00991
Cl -3.34054 -0.52565 -0.04996
C 0.95186 -1.38167 -0.03787
H -2.15319 1.55268 -0.04991
H 1.52917 -2.32855 -0.02847
H 2.51211 -0.07076 0.14784
N -0.33854 -1.35985 0.04195
H 0.61236 1.61532 -0.79724
H 0.69406 1.37031 0.97192

Force components x, y, z for each atom (eV/Å):
N -1.0 0.1 -0.2
C 0.1 0.5 -0.5
C 0.0 0.8 0.1
C -0.3 0.6 -0.2
Cl 0.0 0.0 0.0
C -0.3 -1.0 0.1
H 0.2 -0.8 -0.1
H -0.4 0.8 0.0
H 0.9 0.1 0.3
N 0.7 -0.3 -0.1
H -0.1 -0.6 0.5
H 0.1 -0.1 0.0